Here is a cluster of 12 separate species, C40H88O16 in total at a distorted geometry from the Open Molecules 2025 dataset. Energies are from ωB97M-V with the def2-TZVPD basis set.

Structure (XYZ):
```
144
Properties=species:S:1:pos:R:3:forces:R:3
C 1.2900 4.1900 -1.3799 1.2660 1.4664 0.0717
C 1.7089 3.7432 -2.7897 -1.0077 -0.0104 -0.1299
C 3.2052 3.5193 -2.6267 -1.7574 2.7728 -0.5384
O 3.3556 3.0367 -1.3532 0.2806 -0.7157 2.4535
C 2.1441 3.2195 -0.5630 -0.3113 0.8822 -0.3982
H 0.2533 4.1016 -1.1500 -0.7843 -0.2520 0.2387
H 1.5256 5.3122 -1.1267 -0.0391 -2.0720 -0.6686
H 1.4360 4.4368 -3.5760 0.1563 0.2742 -0.1557
H 1.1617 2.8196 -3.0145 0.2172 -0.2180 -0.0065
H 3.5787 4.5532 -2.6867 0.6209 -0.1164 -0.0317
H 3.6535 2.9770 -3.4257 0.4754 -1.0231 -0.1978
H 2.2407 3.6119 0.4549 1.0338 -0.0356 -0.2136
H 1.6606 2.2651 -0.4364 -0.2697 -0.5821 -0.2018
C 0.2903 -4.4372 3.6195 0.0393 -1.2932 0.8962
C 1.7634 -4.5750 3.9540 1.2398 -2.2850 -1.7970
C 1.9570 -3.8507 5.2379 -0.3406 0.6201 1.3078
O 0.8138 -2.9614 5.3376 0.0032 0.3587 -0.2458
C 0.0494 -3.0215 4.1275 0.4798 -0.7355 -1.2055
H -0.2728 -5.1619 4.2337 0.0084 0.3087 -0.0556
H 0.1367 -4.7549 2.5850 -0.2269 0.8014 0.1896
H 2.3368 -4.2915 3.0085 -0.2530 0.2553 1.6199
H 2.0320 -5.6491 4.1284 -0.1636 0.7484 -0.3447
H 2.8973 -3.2884 5.3570 -0.3299 -0.0610 -0.2135
H 1.8517 -4.5282 6.1213 0.2761 0.3184 -0.7197
H 0.4424 -2.3700 3.3107 -0.4996 0.2315 0.9549
H -0.9926 -2.8705 4.3822 -0.0908 0.5199 -0.1392
C 3.1618 -0.2980 -3.8737 -2.5914 -0.0284 0.4492
C 4.5348 0.1566 -3.4987 0.3973 -1.2525 1.3696
C 4.4671 0.2146 -1.9429 -0.2332 0.7454 -0.2407
O 3.4845 -0.7555 -1.5631 -0.0210 0.3521 -0.2205
C 2.3998 -0.6559 -2.5135 2.3671 -0.4048 -0.5787
H 3.1438 -1.1655 -4.5392 -0.0078 0.3653 -0.1241
H 2.6376 0.5702 -4.3040 -0.1547 -0.6074 -0.3122
H 4.7787 1.0814 -4.0288 0.5358 -0.3496 0.3250
H 5.1675 -0.7139 -3.6926 0.6321 0.6467 -0.4672
H 4.1700 1.1915 -1.5834 -0.3415 0.1965 -0.1650
H 5.4171 0.0595 -1.4357 0.0471 -0.7405 -0.1031
H 1.7051 0.1253 -2.2958 -0.4380 0.8924 0.5432
H 1.8730 -1.5980 -2.4083 -0.0610 -0.0716 -0.5510
C -3.6927 -0.0726 -4.5748 2.3367 0.0778 -1.4641
C -4.0799 -0.6826 -5.9154 1.4548 1.1210 -1.6472
C -2.8915 -1.5822 -6.2090 0.7235 2.2419 2.5215
O -2.5984 -2.1835 -4.9127 0.2941 0.7983 -0.9929
C -2.8348 -1.1695 -3.9265 0.3511 -0.2376 0.6329
H -4.5075 0.3199 -4.0173 -0.3868 0.2881 0.6447
H -2.9103 0.6907 -4.7931 -1.2386 0.0204 0.0097
H -4.1323 0.0408 -6.7643 -0.0778 -0.0599 0.7772
H -4.9820 -1.1954 -5.9613 -1.7116 -1.1263 0.4505
H -2.0997 -0.8832 -6.5765 0.1135 -0.6027 0.5362
H -2.9818 -2.3124 -6.9208 -0.5644 -2.0302 -1.5489
H -1.8458 -0.8043 -3.4565 -1.3758 -0.3204 -0.8576
H -3.4235 -1.6230 -3.1566 -0.0188 -0.5238 0.7647
C 5.2921 3.1910 3.8595 0.5520 -0.3329 -1.7185
C 5.3453 2.8081 2.3547 0.2644 -0.3805 -0.0400
C 5.7489 1.2949 2.4167 -0.3508 2.3366 0.9125
O 5.2094 0.8726 3.6519 -0.2412 -0.5225 0.0200
C 4.5669 1.9756 4.2858 0.3388 -1.6323 2.2452
H 4.8186 4.1186 4.1042 -0.5149 0.5257 -0.1174
H 6.3005 3.2319 4.2215 0.5610 -0.1391 0.5792
H 5.9825 3.4126 1.6926 -0.3423 -0.1618 0.2539
H 4.3037 2.8115 2.0627 -0.1994 0.3674 -0.7592
H 6.8031 1.2097 2.4572 1.3508 -0.1643 0.0665
H 5.4123 0.7064 1.6082 -0.7723 -0.6218 -0.9862
H 4.6560 1.7174 5.3596 -0.2535 0.4220 -0.3579
H 3.5167 1.9706 4.0180 -0.3665 0.3459 -0.1084
C -6.2045 0.8320 -0.5775 0.9936 -1.9551 -1.4252
C -4.9733 0.9907 0.1662 2.5346 -0.1844 1.1904
C -3.9178 0.1954 -0.6275 -0.1285 -1.7737 2.2695
O -4.6109 -1.0418 -0.9640 -0.4101 1.0124 0.4351
C -5.9610 -0.6750 -0.9420 -3.9989 -0.9532 -1.2661
H -6.1569 1.4709 -1.4557 -0.7075 0.0158 -0.0863
H -7.0218 0.9212 0.0871 -1.2610 0.3786 0.0530
H -5.0849 0.5130 1.1317 0.1409 -0.3691 0.3597
H -4.7119 1.9886 0.3997 0.5552 1.1897 -0.1241
H -3.0864 -0.1893 -0.0075 0.0257 0.8666 -0.3885
H -3.6398 0.5732 -1.5588 0.8063 1.3529 -1.2588
H -6.5723 -1.3092 -0.2489 0.8509 0.3183 -0.0844
H -6.4686 -0.8845 -1.9181 0.7187 0.0485 0.3434
C 0.2782 -4.3162 -3.4397 -0.7782 -0.7625 -0.7701
C 1.4853 -5.0040 -2.8057 0.9403 -0.7216 -1.4842
C 1.7790 -4.1190 -1.6567 1.4864 0.0336 2.2988
O 0.6908 -3.2617 -1.3856 0.4425 -0.1832 1.1595
C -0.2887 -3.4081 -2.3691 -0.0510 1.0577 -0.6987
H -0.4755 -5.0597 -3.6835 -0.1297 -0.1684 0.0151
H 0.4455 -3.8567 -4.3905 0.5529 0.7005 -0.4177
H 2.4261 -5.1023 -3.4417 -1.3746 0.3222 0.4249
H 1.2514 -6.0377 -2.5351 -0.1425 0.2344 0.2533
H 2.6409 -3.4747 -1.8556 0.1433 -0.1366 0.0671
H 1.9997 -4.7088 -0.7296 -0.0364 0.4974 -0.5906
H -0.5822 -2.3824 -2.6200 0.1115 -0.2343 -0.7417
H -1.1564 -3.8339 -1.9611 -1.2739 -0.7212 0.7812
C 1.3513 -0.4213 1.2368 0.2195 0.7951 1.5300
C 2.1061 0.5989 2.1704 1.3846 0.2756 -0.8650
C 1.0022 1.3263 2.9257 -0.0871 -0.2291 1.0723
O -0.0360 1.3674 1.9842 -0.9169 0.7067 -0.6523
C -0.0893 0.0849 1.4203 -0.6729 -1.9169 0.2512
H 1.4929 -1.4351 1.6475 -0.1188 0.2936 -0.5400
H 1.7059 -0.3353 0.2047 -0.0611 -0.2702 0.3142
H 2.6885 1.2899 1.5218 -0.4002 -0.2218 0.4145
H 2.8543 0.0977 2.7899 -0.2182 0.0927 0.1712
H 1.0801 2.3419 3.3773 0.6576 -0.5138 -0.7902
H 0.6979 0.7017 3.7807 -0.1176 -0.1026 -0.0795
H -0.5499 0.0845 0.4514 -0.6567 0.4869 -0.4496
H -0.7178 -0.5926 2.0766 0.8079 0.5918 -0.5692
O -3.2032 -3.4820 -0.5434 -1.0561 1.9589 -0.4891
C -3.3572 -3.8377 0.8043 -0.3544 0.0364 0.1102
C -1.9779 -4.0900 1.3883 -0.1506 -1.7752 -1.8420
O -1.1000 -2.9785 1.4034 0.8921 -0.5187 -1.4360
H -3.6922 -2.6137 -0.6778 0.6802 -1.3382 -0.0915
H -3.8617 -3.0642 1.4315 0.2194 -0.1855 -0.5885
H -4.0245 -4.7478 0.8287 0.8735 0.5334 0.4367
H -1.5448 -4.9601 0.7910 -0.2506 1.0570 0.5642
H -2.2000 -4.5153 2.3377 0.4727 0.0167 1.4509
H -0.4135 -3.1113 0.6656 -1.5559 0.3726 1.3125
O -1.6575 3.7213 -2.8631 -1.8213 0.9987 0.2120
C -2.1283 3.0129 -4.0030 0.2882 -1.0398 0.5698
C -3.6625 3.1807 -4.0761 0.9795 1.3586 0.8587
O -4.4688 2.5509 -3.1187 0.0630 -0.5934 0.7577
H -0.8040 3.5474 -2.5025 0.9227 -0.7485 -0.3040
H -1.7079 3.4647 -4.9241 -0.1105 -0.3898 0.2871
H -1.8264 1.9298 -3.8921 -0.2881 1.0706 -0.3764
H -3.9836 2.9162 -5.0554 -0.3911 -0.6163 -0.7364
H -3.8262 4.2571 -3.9959 0.0523 0.2625 -0.1044
H -4.4208 2.9793 -2.2360 0.1218 0.0512 -0.8674
O -3.8544 4.1771 -0.7851 0.6918 0.0404 0.4208
C -3.4860 4.8824 0.4055 -0.7827 -0.7241 -0.2712
C -2.6094 4.0984 1.3190 0.9368 -1.1513 0.2233
O -1.3773 3.6436 0.6778 -1.2661 -0.1864 0.1495
H -2.9934 3.8974 -1.1373 0.0069 -0.0453 -0.4178
H -2.9458 5.7580 0.1882 0.6433 1.4080 -0.8132
H -4.4131 5.1972 0.8802 0.0105 -0.1709 0.2702
H -3.1315 3.2684 1.7775 -0.1946 -0.5218 -0.1845
H -2.2966 4.6979 2.1424 0.0322 0.9026 0.7191
H -1.1703 2.7839 1.0948 0.3137 0.3872 -0.1790
O 3.1342 -0.2876 7.1316 2.4723 1.4863 -1.0091
C 2.1236 -0.0511 6.2328 -1.3083 -0.0960 -0.8789
C 0.7883 -0.0139 6.9647 -0.6700 -1.2302 0.0758
O -0.2590 -0.3300 6.0689 -0.2685 -0.8157 0.0094
H 2.8191 -0.8341 7.7995 -0.7866 -1.5748 1.8210
H 2.3271 0.9016 5.7016 -0.1049 -0.5846 0.2618
H 2.0099 -0.8850 5.4851 0.3040 0.7726 0.4038
H 0.4581 0.8999 7.3776 0.3353 1.4547 0.4449
H 0.7997 -0.7111 7.8640 0.1486 0.3019 -0.9871
H -0.1680 -1.2837 5.8930 -0.0103 0.3929 -0.1147
```
Forces are in eV/Å.

- SMILES = C1CCOC1.C1CCOC1.C1CCOC1.C1CCOC1.C1CCOC1.C1CCOC1.C1CCOC1.C1CCOC1.OCCO.OCCO.OCCO.OCCO
- electronic energy (eV) = -75658.5931
- energy relative to the best compared isomer or geometry (same formula, charge and spin) (kJ/mol) = 443.6
- multiplicity = 1
- highest occupied orbital energy (eV) = -9.3
- LUMO energy (eV) = 0.60
- gap between HOMO and LUMO (hartree) = 0.363

Atom charges from the Löwdin analysis, given in e for atoms 1 to 4: C -0.15; C -0.17; C -0.24; O -0.15

Here is a structure of composition C23H46N6O3RuSi2Te at a distorted geometry from the Open Molecules 2025 dataset. Energies are from ωB97M-V with the def2-TZVPD basis set.

Structure (XYZ):
```
82
Properties=species:S:1:pos:R:3:forces:R:3
Ru 0.0421 -0.0254 -0.9660 -0.8596 -1.9566 1.3687
O -0.8804 -0.8703 0.8631 1.5867 1.2589 -1.2211
N -1.8381 -1.5868 1.3791 -1.0118 -0.7093 0.3115
C -2.5543 -1.0757 2.3976 -0.0366 0.2134 0.1969
C -3.5149 -1.8321 3.0302 0.0132 -0.2960 -0.1794
C -3.7445 -3.1390 2.6137 0.1521 0.2048 -0.1066
C -3.0131 -3.6315 1.5387 -0.1256 0.0723 0.1690
C -2.0724 -2.8325 0.9294 0.0500 -0.2796 -0.2129
H -2.3151 -0.0614 2.6855 0.1035 -0.0633 -0.0972
H -4.0713 -1.3991 3.8445 -0.0307 0.0693 0.0981
H -4.4807 -3.7529 3.1091 -0.0504 -0.0431 0.0219
H -3.1679 -4.6361 1.1750 -0.0041 -0.0065 -0.0643
H -1.4859 -3.1462 0.0741 0.0331 0.1285 0.1073
O 0.4012 -2.2893 -1.5336 -0.8916 0.6398 -0.1811
C 1.5384 -2.3602 -1.0487 1.0931 -0.7257 0.1150
O 2.1794 -1.3844 -0.5859 -0.3038 0.5402 0.1201
C 2.2352 -3.7374 -0.9997 -1.0043 0.3465 -0.3669
N 3.5173 -3.5968 -0.2374 0.4077 0.5560 -0.1639
C 3.5141 -4.6019 0.8715 -0.0039 -0.7710 0.5871
C 2.5123 -5.6510 0.4059 -0.0301 0.1481 -0.0009
C 1.4265 -4.7980 -0.2414 0.1200 -0.1464 -0.0601
H 2.4295 -4.0614 -2.0260 0.1443 0.0440 0.1676
H 3.5316 -2.6105 0.0974 0.1508 -0.4063 -0.1733
H 4.3312 -3.7413 -0.8436 -0.2091 0.0994 0.1383
H 3.1640 -4.1264 1.7891 0.1031 0.1431 -0.1556
H 4.5162 -4.9979 1.0310 -0.0235 0.1905 -0.0249
H 2.1365 -6.2425 1.2352 0.0610 -0.0768 0.0334
H 2.9632 -6.3212 -0.3255 0.0257 -0.0655 0.0066
H 0.8063 -4.3330 0.5257 -0.0287 0.0713 0.0225
H 0.7834 -5.3667 -0.9079 -0.0133 0.0759 -0.0414
C -1.6496 5.6475 -1.8557 -0.2597 0.0974 0.0812
C -2.7093 5.6950 -0.7569 0.1362 -0.2211 -0.0351
C -2.0775 5.9074 0.6148 -0.0924 0.0373 -0.1257
C -3.5964 4.4254 -0.7902 -0.4613 1.4230 0.3666
N -2.8066 3.2285 -0.8659 0.4406 -1.5512 -0.8672
C -2.6773 2.3380 -1.8671 0.1877 0.0729 0.2169
N -1.7549 1.4662 -1.5093 -0.0836 -0.1556 -0.4363
N -1.3476 1.8430 -0.2937 -0.0188 -0.0130 0.0498
N -1.9687 2.8783 0.0921 0.1420 0.5358 1.0903
H -1.1379 6.6028 -1.9211 0.0708 0.0837 -0.0130
H -2.1048 5.4513 -2.8237 0.0412 -0.0480 -0.2114
H -0.8941 4.8850 -1.6493 0.0587 -0.0654 0.0015
H -3.3879 6.5294 -0.9566 -0.0085 -0.1039 -0.0355
H -1.4536 5.0610 0.8951 0.0674 0.0759 0.0710
H -2.8415 6.0410 1.3746 -0.0743 -0.0074 0.1617
H -1.4632 6.8040 0.6039 0.0590 0.0792 0.0064
H -4.2612 4.4487 -1.6539 0.0572 -0.1762 0.0429
H -4.1899 4.3842 0.1255 -0.0671 -0.1246 -0.1514
H -3.2240 2.3350 -2.7866 -0.1870 0.0934 -0.2086
C 4.8250 4.7986 1.7117 -0.8617 -0.1634 -0.6530
Si 3.4316 4.3600 0.4909 0.5685 0.0933 0.4682
C 1.6649 4.8994 0.9580 0.7096 -0.1481 -0.1693
C 3.8803 4.8027 -1.3078 -0.2625 -0.3606 0.7227
C 3.2953 2.4014 0.6309 -0.1954 0.8035 -0.2030
Te 1.9341 1.9392 -0.9155 1.2230 0.0882 0.0295
C 3.3129 1.2165 -2.3650 -0.7314 -0.0207 -0.5530
Si 2.4293 1.2992 -4.0917 0.5271 0.2154 -0.3276
C 1.7494 3.0677 -4.2870 0.2391 -0.7112 0.1172
C 0.9735 0.0537 -4.0102 0.3784 0.3365 0.3031
C 3.7587 0.8373 -5.3708 -0.7593 0.1724 0.5319
H 4.9290 5.8751 1.7552 0.0723 0.3224 0.0656
H 5.7774 4.3857 1.3945 0.1163 -0.0892 -0.1484
H 4.6157 4.4375 2.7125 -0.1061 -0.0513 0.1870
H 1.4448 5.9077 0.6246 -0.0336 0.1763 -0.1321
H 1.5098 4.8808 2.0330 0.0565 -0.0734 0.1889
H 0.9276 4.2278 0.5102 -0.1113 0.0808 -0.0362
H 3.9255 5.8797 -1.4376 -0.0864 0.1922 0.0253
H 3.1420 4.4144 -2.0099 -0.0999 0.0897 -0.1701
H 4.8542 4.4139 -1.5940 0.1608 -0.1199 0.0446
H 2.8752 2.1489 1.5992 -0.1777 -0.0863 0.0725
H 4.2422 1.8950 0.4769 -0.0291 -0.2447 -0.2223
H 3.5857 0.1980 -2.0964 -0.0513 -0.0529 0.1540
H 4.2022 1.8414 -2.3378 -0.0016 0.2134 0.1308
H 1.1197 3.3589 -3.4431 -0.0917 0.0388 -0.0120
H 1.1543 3.1673 -5.1903 -0.1304 -0.0846 -0.1407
H 2.5514 3.7963 -4.3687 0.1974 0.0578 0.0431
H 0.4446 0.0834 -3.0142 0.1966 0.0594 -0.8218
H 1.2973 -0.9715 -4.1688 0.0611 -0.1422 0.1340
H 0.2180 0.2667 -4.7624 -0.1453 0.1104 0.0042
H 4.5743 1.5557 -5.3487 0.0569 0.1523 0.0673
H 3.3450 0.8498 -6.3737 -0.0937 -0.0017 -0.2098
H 4.1822 -0.1491 -5.2005 -0.0201 -0.1405 0.0908
```
Forces are in eV/Å.

- net charge = +3
- electronic energy (eV) = -65283.9723
- expectation value of S² = 8.7651
- multiplicity = 6
- highest occupied orbital energy (spin up / spin down) (eV) = -16.7 / -17.1
- LUMO energy (spin up / spin down) (eV) = -7.38 / -10.67
- gap between HOMO and LUMO (spin up / spin down) (hartree) = 0.341 / 0.237

Atom charges from the Löwdin analysis, given in e for atoms 1 to 4: Ru 1.23; O -0.24; N -0.20; C 0.02